[1]
Below is a cluster of 4 separate species, C4H15NO3 in total at a distorted geometry, with properties calculated with ωB97M-V/def2-TZVPD.

Each line ends with the Mulliken charge.
Element x y z (Å)
C1 -0.736 -0.977 -2.635  -1.10
C2 -0.211 -1.240 -1.196  -0.53
C3 0.951 -0.372 -0.773  1.46
C4 1.928 -0.941 0.018  -1.61
N1 1.101 0.857 -1.230  -0.27
H1 -1.718 -1.448 -2.666  0.33
H2 -0.828 0.102 -2.771  0.32
H3 -0.173 -1.412 -3.445  0.33
H4 -1.029 -1.054 -0.484  0.28
H5 -0.045 -2.296 -1.034  0.39
H6 2.077 -2.007 0.140  0.36
H7 2.815 -0.435 0.403  0.48
H8 0.441 1.344 -1.831  0.24
H9 2.012 1.291 -1.216  0.27
H10 -0.457 2.309 0.967  0.29
H11 -0.147 1.501 2.075  0.39
O1 -0.728 2.278 1.879  -0.62
H12 0.988 -0.335 3.545  0.32
H13 1.407 -0.159 2.130  0.30
O2 0.751 0.185 2.759  -0.62
H14 -2.224 1.014 2.270  0.37
H15 -3.071 1.101 1.113  0.28
O3 -3.103 0.693 1.983  -0.64

As for the spin multiplicity: 2. Its total charge is +1. The value obtained for the lowest unoccupied orbital energy (spin up / spin down) is -0.1574 / -0.2907 hartree. The calculation puts the frontier orbital gap (spin up / spin down) at 9.106 / 5.479 eV. Its max |F| is 2.7 eV/Å.

***

[2]
Below is a cluster of 4 separate species, C4H15NO4 in total at a distorted geometry, with properties calculated with ωB97M-V/def2-TZVPD.

Each line ends with the Mulliken charge.
Element x y z (Å)
C1 -1.165 -2.089 -1.030  -1.10
C2 -0.989 -0.626 -0.675  0.62
C3 -0.166 0.118 -1.817  -0.74
N1 1.222 -0.028 -1.429  -0.12
C4 1.918 0.977 -0.760  -0.11
O1 1.368 2.004 -0.372  -0.54
H1 -0.806 -2.687 -0.197  0.30
H2 -0.617 -2.366 -1.884  0.38
H3 -2.278 -2.295 -1.064  0.27
H4 -0.419 -0.391 0.252  -0.53
H5 -2.007 -0.228 -0.477  0.45
H6 -0.632 1.233 -1.857  0.21
H7 -0.209 -0.204 -2.863  0.43
H8 1.877 -0.857 -1.717  0.26
H9 2.994 0.854 -0.830  0.39
O2 1.821 1.244 2.394  -0.64
H10 1.370 0.587 1.777  0.34
H11 1.550 2.114 1.991  0.35
O3 0.001 -1.189 2.428  -0.67
H12 -0.017 -0.917 1.422  0.09
H13 -0.557 -0.574 2.850  0.32
O4 -1.433 1.399 1.184  -0.51
H14 -0.944 2.197 0.798  0.30
H15 -1.883 1.723 1.875  0.25

Its total charge is 0. The value obtained for the lowest unoccupied orbital energy is 0.0190 hartree. The calculation puts the frontier orbital gap at 10.514 eV. Its max |F| is 5.6 eV/Å. The structure (SMILES) is CCCNC=O.O.O.O.